[1]
# C3H7NO

A 2-piece molecular cluster, C3H7NO overall at a distorted geometry (ωB97M-V with the def2-TZVPD basis set, OMol25).

Values from the calculation:
Charge: 0
Calculated total energy (eV): -6756.9648
F_max (eV Å⁻¹): 4.53

Positions of all 12 atoms, in Å:
1 C -0.206 -0.044 -0.064
2 C 1.040 -0.758 0.148
3 C -0.188 1.319 0.553
4 N -1.166 -0.430 -0.824
5 O -2.206 0.049 -1.166
6 H 1.276 -0.689 1.215
7 H 0.935 -1.816 -0.173
8 H 1.969 -0.313 -0.297
9 H 0.738 1.364 1.139
10 H -0.124 1.951 -0.262
11 H -1.155 1.474 0.948
12 H -0.914 -2.107 -1.216

Atomic forces in eV per Å
0.3 0.6 -0.4
1.3 -1.7 0.1
0.2 -1.7 -0.3
1.9 -4.1 0.1
-1.3 0.9 -0.3
-0.1 -0.5 0.0
0.3 0.5 0.2
-1.0 -0.1 -0.2
-0.9 0.5 0.4
0.3 1.9 -1.6
-0.7 0.6 1.3
-0.3 3.3 0.7

Atom charges from the natural (NBO) analysis, given in e for atoms 1 to 4:
1. C 0.141
2. C -0.640
3. C -0.646
4. N 0.129

***

[2]
# C66H122B7F28N11O10

A 15-piece molecular cluster, C66H122B7F28N11O10 overall at a distorted geometry (ωB97M-V with the def2-TZVPD basis set, OMol25).

Values from the calculation:
Charge: +4
Calculated total energy (eV): -188117.7816
F_max (eV Å⁻¹): 3.75

Positions of all 244 atoms, in Å:
1 C 19.170 5.308 25.220
2 O 19.751 4.712 24.038
3 C 21.144 4.747 23.991
4 C 21.629 3.540 23.232
5 N 20.852 2.328 23.619
6 H 19.996 2.286 23.074
7 H 21.452 1.559 23.320
8 C 20.576 2.146 25.143
9 C 19.320 1.393 25.451
10 O 19.427 0.215 24.648
11 C 18.210 -0.450 24.573
12 H 19.107 6.393 25.174
13 H 19.683 4.897 26.133
14 H 18.088 4.995 25.193
15 H 21.576 4.728 24.948
16 H 21.483 5.637 23.455
17 H 22.714 3.384 23.388
18 H 21.379 3.738 22.153
19 H 20.607 3.119 25.625
20 H 21.414 1.531 25.549
21 H 18.316 1.908 25.205
22 H 19.250 1.202 26.528
23 H 17.379 0.152 24.267
24 H 17.959 -0.859 25.570
25 H 18.319 -1.362 23.947
26 C 30.924 1.290 23.405
27 O 29.770 1.246 22.571
28 C 30.180 0.902 21.277
29 C 28.883 0.696 20.533
30 N 28.026 -0.233 21.421
31 H 27.952 0.207 22.324
32 H 26.989 -0.301 21.215
33 C 28.672 -1.630 21.684
34 C 27.650 -2.495 22.406
35 O 27.639 -1.999 23.711
36 C 26.881 -2.750 24.586
37 H 31.638 2.086 23.122
38 H 31.425 0.310 23.402
39 H 30.584 1.600 24.362
40 H 30.778 -0.012 21.238
41 H 30.711 1.749 20.850
42 H 28.957 0.141 19.615
43 H 28.338 1.623 20.433
44 H 29.647 -1.460 22.222
45 H 28.984 -2.066 20.740
46 H 27.943 -3.543 22.243
47 H 26.628 -2.384 22.049
48 H 25.855 -2.899 24.212
49 H 26.801 -2.232 25.532
50 H 27.275 -3.759 24.906
51 C 27.156 1.850 30.084
52 O 25.734 1.758 29.931
53 C 25.454 0.479 29.481
54 C 23.900 0.564 29.446
55 N 23.336 0.709 30.798
56 H 22.740 -0.106 31.008
57 H 24.006 0.797 31.569
58 C 22.499 1.960 30.989
59 C 23.376 2.957 31.650
60 O 24.119 2.321 32.600
61 C 24.418 3.076 33.751
62 H 27.250 2.873 30.398
63 H 27.624 1.648 29.163
64 H 27.522 1.132 30.843
65 H 25.697 -0.413 30.065
66 H 25.805 0.361 28.474
67 H 23.409 -0.245 28.933
68 H 23.669 1.475 28.882
69 H 21.573 1.695 31.552
70 H 22.224 2.373 30.013
71 H 22.714 3.652 32.102
72 H 24.056 3.362 30.945
73 H 24.978 4.003 33.417
74 H 24.988 2.382 34.322
75 H 23.536 3.287 34.391
76 C 25.751 2.275 25.293
77 O 25.689 3.646 25.431
78 C 24.825 3.999 26.509
79 C 24.454 5.474 26.323
80 N 25.760 6.256 26.091
81 H 26.470 5.518 25.848
82 H 25.729 6.894 25.289
83 C 26.237 6.951 27.347
84 C 27.740 7.146 27.138
85 O 28.117 5.828 26.892
86 C 29.430 5.620 26.388
87 H 26.545 1.953 24.560
88 H 24.863 1.867 24.858
89 H 25.885 1.783 26.245
90 H 25.383 4.018 27.465
91 H 23.911 3.443 26.611
92 H 23.751 5.882 27.079
93 H 23.932 5.570 25.416
94 H 26.041 6.325 28.200
95 H 25.657 7.855 27.514
96 H 28.150 7.588 28.043
97 H 27.892 7.876 26.312
98 H 29.475 4.771 25.683
99 H 30.117 5.356 27.239
100 H 29.873 6.559 25.864
101 C 22.663 -1.802 34.013
102 O 23.488 -1.566 32.916
103 C 24.287 -2.711 32.452
104 C 23.657 -3.457 31.325
105 N 22.744 -4.579 31.761
106 H 22.111 -4.453 32.576
107 H 22.012 -4.679 30.995
108 C 23.458 -5.837 31.967
109 C 22.505 -6.824 32.580
110 O 21.481 -6.852 31.517
111 C 20.239 -7.376 32.072
112 H 21.798 -1.222 33.858
113 H 23.156 -1.620 34.947
114 H 22.358 -2.828 34.050
115 H 24.688 -3.218 33.344
116 H 25.175 -2.220 31.957
117 H 24.440 -3.918 30.625
118 H 22.983 -2.773 30.847
119 H 24.265 -5.668 32.770
120 H 23.830 -6.138 31.012
121 H 22.088 -6.405 33.506
122 H 22.983 -7.803 32.833
123 H 20.238 -7.657 33.158
124 H 19.954 -8.298 31.462
125 H 19.521 -6.569 31.958
126 C 22.271 -2.274 25.383
127 N 22.851 -3.634 25.139
128 C 23.759 -4.070 26.077
129 C 24.420 -5.291 25.996
130 C 23.961 -6.172 25.017
131 C 23.121 -5.671 24.050
132 C 22.629 -4.404 24.073
133 C 24.354 -7.598 24.920
134 C 23.821 -8.619 25.698
135 C 24.277 -9.907 25.590
136 N 25.161 -10.251 24.691
137 C 25.707 -9.338 23.873
138 C 25.339 -8.023 23.999
139 C 25.403 -11.718 24.550
140 H 21.863 -2.275 26.376
141 H 21.477 -2.084 24.685
142 H 23.039 -1.543 25.278
143 H 24.073 -3.338 26.835
144 H 25.101 -5.644 26.793
145 H 22.788 -6.334 23.171
146 H 22.151 -3.886 23.264
147 H 23.000 -8.386 26.335
148 H 23.898 -10.679 26.258
149 H 26.463 -9.578 23.174
150 H 25.796 -7.258 23.381
151 H 26.274 -11.958 25.086
152 H 25.638 -11.880 23.506
153 H 24.479 -12.232 24.833
154 C 14.618 -8.763 27.445
155 N 15.057 -7.349 27.713
156 C 16.218 -6.963 27.222
157 C 16.617 -5.637 27.268
158 C 15.745 -4.653 27.762
159 C 14.481 -5.057 28.210
160 C 14.187 -6.389 28.216
161 C 16.364 -3.326 28.223
162 C 17.537 -3.269 28.993
163 C 17.928 -2.085 29.653
164 N 17.090 -1.083 29.661
165 C 16.042 -1.014 28.820
166 C 15.694 -2.047 28.024
167 C 17.284 -0.017 30.600
168 H 14.293 -8.781 26.409
169 H 13.853 -9.102 28.135
170 H 15.512 -9.384 27.473
171 H 16.919 -7.782 26.979
172 H 17.681 -5.433 27.075
173 H 13.746 -4.489 28.691
174 H 13.283 -6.733 28.771
175 H 18.147 -4.185 29.033
176 H 18.821 -2.054 30.271
177 H 15.538 -0.062 28.824
178 H 14.889 -1.982 27.299
179 H 16.815 -0.343 31.523
180 H 16.839 0.858 30.258
181 H 18.376 0.087 30.698
182 C 11.222 8.952 27.656
183 N 12.297 8.048 28.089
184 C 12.090 6.741 28.179
185 C 13.071 5.995 28.806
186 C 14.322 6.565 29.077
187 C 14.481 7.945 28.977
188 C 13.419 8.688 28.516
189 C 15.371 5.705 29.702
190 C 15.231 5.386 31.104
191 C 16.279 4.658 31.622
192 N 17.392 4.351 30.851
193 C 17.471 4.672 29.517
194 C 16.508 5.437 28.921
195 C 18.564 3.691 31.358
196 H 11.047 9.725 28.420
197 H 10.261 8.459 27.688
198 H 11.448 9.338 26.686
199 H 11.273 6.210 27.745
200 H 12.806 4.970 29.008
201 H 15.385 8.518 29.157
202 H 13.423 9.744 28.383
203 H 14.295 5.526 31.625
204 H 16.312 4.294 32.619
205 H 18.428 4.453 29.000
206 H 16.601 5.697 27.828
207 H 19.318 4.429 31.614
208 H 19.009 3.005 30.623
209 H 18.228 3.064 32.196
210 B 20.589 -5.733 27.190
211 F 19.741 -6.244 28.246
212 F 19.757 -5.614 26.000
213 F 21.238 -4.545 27.558
214 F 21.571 -6.793 26.910
215 B 15.636 2.297 27.547
216 F 15.604 1.000 26.960
217 F 15.673 2.200 29.021
218 F 16.846 2.973 27.047
219 F 14.462 3.063 27.235
220 B 19.818 -3.315 32.606
221 F 20.569 -2.676 31.606
222 F 18.572 -3.785 32.197
223 F 20.586 -4.314 33.200
224 F 19.544 -2.289 33.510
225 B 21.347 5.030 28.884
226 F 22.542 5.706 28.679
227 F 21.403 4.534 30.233
228 F 20.182 5.817 28.717
229 F 21.314 3.948 27.890
230 B 26.484 -3.286 28.561
231 F 25.536 -4.386 28.948
232 F 25.671 -2.342 27.890
233 F 27.071 -2.669 29.728
234 F 27.461 -3.811 27.704
235 B 24.047 -0.410 22.849
236 F 24.666 -0.302 24.126
237 F 23.514 -1.695 22.749
238 F 22.974 0.550 22.723
239 F 25.078 -0.161 21.802
240 B 20.415 -0.037 28.646
241 F 21.162 -0.400 29.783
242 F 19.574 -1.057 28.237
243 F 19.665 1.164 29.081
244 F 21.260 0.411 27.636

Atomic forces in eV per Å
-1.1 -1.3 -0.1
-0.6 0.3 0.4
-0.2 0.4 -1.1
-0.4 0.7 -1.2
0.4 -0.3 1.1
-0.2 0.0 0.2
-0.2 -0.6 -0.1
1.1 0.0 0.1
-1.7 0.3 -1.0
0.3 0.7 0.0
-0.1 -2.4 0.9
0.7 0.2 0.0
-0.6 0.7 -0.7
1.1 -0.1 0.2
0.5 0.3 1.7
0.2 0.1 0.1
-0.7 -0.1 -0.2
0.6 -0.6 0.9
-0.1 -0.2 0.0
-0.5 0.5 -0.5
1.6 -0.3 0.1
0.3 -0.1 -0.1
-0.4 0.6 -0.5
-0.1 0.2 -0.1
0.0 0.8 0.0
0.4 0.4 -0.3
0.9 -0.1 0.4
-0.9 0.3 -0.5
-1.1 -1.3 0.8
-0.2 -0.7 -0.1
0.5 0.3 0.8
1.1 -0.2 -0.6
-0.1 1.0 -0.5
0.7 0.5 -0.1
1.0 -0.2 0.0
-1.1 -1.4 1.5
-0.2 -0.4 -0.4
-0.1 0.3 0.3
-0.3 -0.3 1.1
0.3 0.2 0.1
0.4 -0.1 -0.4
0.3 0.3 -0.6
-0.2 0.1 -0.2
-1.4 -0.2 0.0
-0.4 0.1 -0.4
0.0 0.0 0.7
-0.1 0.0 -0.8
0.1 0.1 -0.1
0.0 0.4 0.1
0.2 0.8 -0.8
-1.2 0.4 1.7
1.8 -0.4 0.7
-3.7 -0.3 -0.4
1.2 0.2 -1.1
-1.4 -0.1 0.5
0.3 0.3 -0.1
0.5 -0.4 -0.1
-0.9 -0.8 -0.9
-0.7 0.0 0.0
0.4 -1.2 1.5
0.1 0.7 -0.4
0.9 0.4 0.2
0.8 -0.1 -1.3
-0.1 0.5 -0.3
0.8 0.4 0.4
0.3 -0.4 -0.6
-0.1 -0.4 0.0
-0.1 -0.2 0.2
0.9 0.1 -0.3
-0.3 -0.5 0.2
-0.3 1.2 0.2
0.4 1.0 -0.9
-0.6 -0.9 0.9
1.0 0.0 0.6
0.2 0.3 -0.7
1.1 -1.8 -1.2
-0.7 1.4 0.6
1.0 2.2 0.7
0.1 0.0 -0.4
-0.7 -0.9 1.1
-0.4 0.7 0.3
-0.3 -0.1 0.4
0.3 0.6 -0.8
-1.5 0.7 0.4
1.0 -0.4 -0.8
2.1 0.8 0.1
-0.4 0.7 1.0
-0.9 -0.1 -0.2
0.4 -0.3 0.4
-0.1 -0.9 -0.2
-0.3 -0.6 -0.1
1.1 -0.1 0.0
-0.7 0.1 -1.4
0.0 -0.6 0.1
0.1 0.2 -0.3
0.4 -0.1 0.1
0.3 -0.7 0.1
-0.5 0.5 0.3
-0.6 0.4 -0.7
-0.9 -1.5 0.8
0.2 -0.9 0.1
1.4 -0.8 -1.7
1.3 2.7 0.4
0.1 -1.4 0.2
-1.1 0.1 -1.4
0.4 0.8 -0.2
1.1 -0.3 1.0
1.4 -0.1 2.5
-0.7 0.1 -1.6
0.1 -1.4 2.8
-0.3 -0.9 -1.0
-1.1 0.7 0.3
0.4 0.5 0.6
-0.4 -0.7 0.0
-0.3 -0.4 -0.5
-0.6 -0.5 0.6
-1.2 0.8 0.9
0.0 0.5 -0.7
-0.7 0.0 -1.6
0.6 -0.4 -0.4
-0.1 -0.1 -0.2
-0.5 0.6 -0.6
0.6 0.3 -1.0
0.2 1.3 0.8
-0.4 -0.2 -0.1
-0.2 -1.0 -0.3
1.8 -0.2 1.6
0.5 0.8 -0.2
-0.9 -0.6 0.6
0.0 0.2 0.2
-0.9 -2.0 -2.7
-0.2 1.3 0.4
1.2 -1.2 -0.4
-0.3 1.0 0.0
-1.3 0.4 1.3
0.6 -1.2 -0.9
-0.5 1.0 0.7
-0.4 1.1 0.2
-0.5 0.9 -1.2
-0.2 -0.1 0.5
-0.2 0.0 -0.4
0.6 0.4 -0.1
-0.5 -0.4 -0.2
-0.4 0.7 -0.5
0.6 1.1 1.5
-0.6 -0.3 -0.3
-0.4 0.1 0.7
0.1 0.1 -0.4
0.5 -0.8 -0.5
0.1 -0.3 -0.1
0.8 -0.6 1.1
-0.2 -0.3 -0.2
0.6 0.0 0.0
0.7 0.6 -0.1
-2.3 0.6 0.3
1.6 -0.1 0.2
0.3 0.3 0.3
1.9 0.4 0.8
0.9 -1.2 -0.5
-0.2 -1.7 0.2
-0.6 1.9 0.1
-0.2 -0.9 -1.0
-0.1 -2.5 -0.1
-0.4 0.2 -0.6
-0.2 0.7 -0.1
0.1 -2.7 -0.1
1.7 -0.9 1.3
-0.4 0.0 0.0
0.0 0.1 0.0
-0.1 0.0 0.4
-0.5 0.7 -0.2
-0.6 0.0 -0.2
-0.6 1.4 0.5
0.8 0.0 -1.0
-0.1 0.6 0.4
-0.2 0.0 0.0
-0.1 -0.1 -0.1
0.0 0.3 0.3
0.2 0.1 0.3
-0.6 1.5 -0.7
-0.6 0.3 0.3
-1.0 0.1 0.8
-0.6 1.7 0.1
1.8 -0.5 0.9
0.2 0.1 -0.5
-0.8 -0.7 1.3
-0.1 0.7 -0.8
-0.2 -1.9 -0.4
0.1 1.2 0.4
1.1 -1.0 -2.6
1.3 -0.1 -1.4
-1.7 1.0 -2.1
1.2 0.2 1.1
-1.2 -0.2 -0.2
0.5 -1.5 1.1
0.7 0.0 -0.4
0.0 -0.6 -0.5
0.0 0.4 -0.5
-0.9 0.5 -0.1
0.6 -0.3 -0.1
0.1 -0.5 0.3
0.0 0.6 0.1
0.2 0.3 0.2
0.1 -0.2 0.7
-0.8 -0.2 0.5
-0.3 -0.3 1.5
0.0 0.0 0.3
-0.4 0.3 0.0
0.5 0.4 0.1
-0.4 -1.8 -0.1
0.6 0.9 -0.8
0.9 0.4 1.1
-0.5 -0.6 -0.4
-0.6 1.2 0.1
0.2 0.5 -0.3
-0.1 1.1 0.6
0.3 0.1 -1.4
-1.5 -0.6 0.9
1.2 -0.6 0.2
-1.2 1.8 0.8
0.3 -0.6 -1.1
0.3 -0.6 -0.8
0.2 -0.8 0.3
0.1 0.2 0.8
-0.1 -1.1 0.1
0.1 0.6 -0.3
-0.5 0.1 -1.0
0.6 -0.3 0.0
-0.1 0.8 1.0
-0.1 -0.5 1.0
1.1 1.0 -0.3
0.1 0.1 0.0
-0.9 -0.8 -1.3
-0.6 0.3 0.4
0.5 0.2 0.0
-0.3 0.2 -0.9
0.2 0.2 -0.4
0.9 -0.3 0.1
-1.1 -0.3 1.1
-0.1 2.1 0.9
-0.1 -0.5 -0.2
0.1 0.2 -0.3
0.0 -1.1 -0.4
0.2 -0.4 -0.4

Atom charges from the Löwdin analysis, given in e for atoms 1 to 4:
1. C -0.049
2. O -0.185
3. C -0.253
4. C -0.088

***

[3]
# C3H3ClO2

A 2-piece molecular cluster, C3H3ClO2 overall at a distorted geometry (ωB97M-V with the def2-TZVPD basis set, OMol25).

Values from the calculation:
Charge: 0
Calculated total energy (eV): -19772.0119
F_max (eV Å⁻¹): 4.23

Positions of all 9 atoms, in Å:
1 C 1.910 0.512 -0.121
2 C -1.316 -0.732 0.085
3 C -0.546 0.508 0.033
4 O 2.659 1.406 -0.339
5 O -0.862 0.073 1.247
6 Cl 2.190 -1.108 -0.055
7 H -2.327 -0.586 -0.171
8 H -0.780 -1.546 -0.288
9 H -0.928 1.473 -0.391

Atomic forces in eV per Å
-2.6 3.2 -0.9
1.2 2.4 -0.2
1.8 1.9 -1.2
-0.9 -1.1 0.5
-0.5 -1.2 0.3
0.9 -2.5 0.3
-1.2 -0.3 0.1
0.6 -1.7 0.5
0.7 -0.7 0.7

Atom charges from the natural (NBO) analysis, given in e for atoms 1 to 4:
1. C 0.407
2. C -0.183
3. C 0.104
4. O -0.499

***

[4]
# H2N3

A 2-piece molecular cluster, H2N3 overall at a distorted geometry (ωB97M-V with the def2-TZVPD basis set, OMol25).

Values from the calculation:
Charge: +1
Calculated total energy (eV): -4487.0553
F_max (eV Å⁻¹): 7.30

Positions of all 5 atoms, in Å:
1 N -0.962 -0.319 0.115
2 N 1.209 -0.637 0.512
3 N 0.109 -0.311 0.266
4 H -2.306 1.704 -0.781
5 H 1.951 -0.436 -0.112

Atomic forces in eV per Å
-7.2 0.8 -1.2
3.7 -1.1 2.8
2.2 0.1 -0.5
0.2 -0.2 0.2
1.1 0.4 -1.4

Atom charges from the natural (NBO) analysis, given in e for atoms 1 to 4:
1. N 0.271
2. N -0.094
3. N 0.211
4. H 0.181